(1)
The following is a DFT calculation (wB97M-V/def2-TZVPD) of a structure of composition C29H29N7O4SeSn in a non-equilibrium geometry.

Output
Spin multiplicity = 1
Energy above the lowest of the compared OMol25 structures with the same formula, charge and spin = 0.6373 eV
HOMO-LUMO gap = 7.8 eV
Total charge = +2

CARTESIAN COORDINATES (ANGSTROEM)
Sn 1.87884 -1.24774 0.88479
C -0.70359 -2.83086 3.92024
C 0.73253 -2.44335 3.75053
C 1.17937 -1.17277 4.13058
C 2.53452 -0.85630 4.10458
C 3.46060 -1.79329 3.66234
C 3.02872 -3.05271 3.25887
C 1.67552 -3.37375 3.30381
H -0.82286 -3.31176 4.89328
H -1.01446 -3.54210 3.15686
H -1.36158 -1.96338 3.89221
H 0.47908 -0.46263 4.55453
H 2.87270 0.09535 4.48912
H 4.51723 -1.57654 3.69901
H 3.74918 -3.81972 3.00835
H 1.35608 -4.38044 3.06777
N 3.38428 -2.55753 -1.55539
N 4.65063 -1.99894 -1.76635
C 5.02643 -0.90416 -1.09352
N 6.22201 -0.37488 -1.28062
N 4.09513 -0.42994 -0.24741
N 4.24093 0.66905 0.47775
O 3.24681 0.94045 1.15237
O 5.25070 1.32084 0.47700
H 3.45885 -3.57260 -1.53176
H 2.74815 -2.31813 -2.32036
H 5.25411 -2.37822 -2.49002
H 6.87951 -0.75756 -1.94136
H 6.49042 0.43358 -0.72294
O 0.36873 -2.34999 -0.81183
C -0.48280 -1.45808 -0.76436
N -1.69287 -1.42813 -1.29810
C -2.39466 -0.20736 -0.93021
C -1.27955 0.48834 -0.18600
O -1.40138 1.65692 0.28235
N -0.22394 -0.27682 -0.08547
C -2.90951 0.58651 -2.12597
C -2.84332 0.06418 -3.41069
C -3.41422 0.75572 -4.46657
C -4.04994 1.96487 -4.25431
C -4.09248 2.49675 -2.97693
C -3.52569 1.81322 -1.91428
C -3.56616 -0.55785 -0.00513
C -4.59642 -1.31556 -0.55077
C -5.66360 -1.70440 0.23810
C -5.71827 -1.32974 1.57016
C -4.70358 -0.55968 2.10811
C -3.62490 -0.17867 1.32675
H -2.13258 -2.19069 -1.79121
H -2.36094 -0.88387 -3.59354
H -3.36468 0.33435 -5.45700
H -4.50877 2.49393 -5.07485
H -4.57578 3.44456 -2.80441
H -3.57665 2.23277 -0.92121
H -4.57414 -1.58680 -1.59561
H -6.45714 -2.29860 -0.18649
H -6.55263 -1.62672 2.18456
H -4.74029 -0.25600 3.14226
H -2.84534 0.42022 1.77265
Se -0.01208 2.46250 1.35817
C 0.82260 3.44172 -0.06857
C 0.10198 3.78411 -1.20249
C 0.74536 4.44533 -2.23391
C 2.08597 4.77828 -2.12407
C 2.77651 4.48291 -0.96080
C 2.15075 3.81542 0.07565
H -0.94902 3.54616 -1.27994
H 0.18567 4.70786 -3.11773
H 2.58852 5.27349 -2.93775
H 3.80768 4.77513 -0.85009
H 2.68972 3.60373 0.98725

Forces on the atoms, in the same order (eV/Å):
Sn 0.2 0.0 -0.1
C 0.0 0.0 0.0
C 0.1 0.1 -0.1
C 0.1 -0.1 0.0
C 0.0 0.0 -0.1
C 0.1 -0.1 0.0
C -0.1 -0.1 0.2
C 0.0 0.1 0.1
H -0.1 0.0 0.0
H -0.1 0.0 0.0
H 0.0 0.0 0.0
H -0.1 0.0 -0.1
H 0.0 0.1 -0.1
H 0.1 0.1 0.0
H 0.0 0.0 -0.1
H 0.0 0.0 -0.1
N -0.4 -0.1 -0.2
N 0.2 -0.3 -0.4
C 0.1 0.4 0.4
N 0.2 0.2 0.0
N -1.2 -1.2 -0.4
N 0.5 0.0 -0.2
O -0.7 0.2 0.4
O 0.6 0.7 0.2
H 0.1 0.2 0.1
H 0.2 0.0 0.2
H -0.1 0.1 0.2
H 0.0 -0.1 0.0
H -0.2 -0.3 -0.2
O 0.6 -0.1 0.3
C -0.3 -0.1 -0.3
N -0.2 -0.1 -0.3
C -0.9 0.2 -0.1
C 0.8 -0.9 0.0
O 0.2 1.2 0.7
N 0.6 0.3 0.3
C 0.2 0.0 -0.2
C 0.0 0.1 0.2
C 0.0 -0.1 -0.1
C 0.1 0.0 0.0
C 0.1 0.0 0.1
C 0.0 0.1 0.0
C 0.0 0.0 0.1
C 0.0 0.0 0.1
C 0.0 -0.1 -0.1
C 0.0 0.1 0.1
C 0.0 -0.1 0.1
C 0.1 0.0 -0.1
H 0.1 0.0 0.2
H 0.1 -0.1 -0.1
H 0.0 0.0 -0.2
H 0.0 0.0 -0.1
H -0.1 0.1 0.0
H -0.1 0.0 0.1
H 0.0 0.0 -0.2
H -0.1 0.0 -0.1
H -0.1 0.0 0.1
H 0.0 0.0 0.1
H 0.0 0.1 0.1
Se -0.5 -0.1 -0.5
C -0.2 -0.1 -0.1
C -0.2 -0.1 0.1
C 0.0 0.0 0.0
C 0.0 0.0 0.0
C 0.0 0.1 0.0
C -0.1 -0.2 0.2
H 0.0 0.0 -0.1
H 0.0 0.0 -0.1
H 0.1 0.1 -0.1
H 0.2 0.1 0.0
H 0.1 -0.1 0.0

(2)
The following is a DFT calculation (wB97M-V/def2-TZVPD) of the molecule C3H8OS2 in a non-equilibrium geometry.

Output
Spin multiplicity = 1
SMILES string = CSC=[S@@H](C)=O
Energy above the lowest of the compared OMol25 structures with the same formula, charge and spin = 4.4196 eV
HOMO-LUMO gap = 7.9 eV

CARTESIAN COORDINATES (ANGSTROEM)
C -0.57450 0.98175 -0.27648
C -2.27529 -0.99895 0.53831
C 2.08931 0.63040 0.41509
O 0.64535 -1.39570 -0.47178
S -2.08763 0.28528 -0.73562
S 0.88093 -0.00486 -0.78620
H -0.52445 2.02999 -1.04879
H -3.23092 -1.47899 0.34876
H -2.27326 -0.53220 1.52032
H -1.46563 -1.71428 0.44433
H 1.60385 0.63063 1.38684
H 2.96090 -0.01736 0.42114
H 2.35130 1.64396 0.12567
H 1.90003 -0.05967 -1.88158

Forces on the atoms, in the same order (eV/Å):
C 0.5 3.1 -3.1
C 0.1 0.3 -0.2
C -0.5 0.1 -0.6
O -0.3 -1.0 -0.1
S -0.4 -0.5 0.0
S 1.9 0.7 0.8
H 0.2 -2.7 2.5
H -0.1 -0.1 0.0
H 0.0 0.0 0.0
H -0.1 -0.1 0.1
H -0.1 0.0 -0.1
H 0.0 -0.1 -0.2
H 0.1 0.1 0.0
H -1.2 0.2 0.7

(3)
The following is a DFT calculation (wB97M-V/def2-TZVPD) of a cluster of 9 separate species, C48H123N9O15 in total in a non-equilibrium geometry.

Output
Spin multiplicity = 1
SMILES string = COC[C@H](C)N.COC[C@H](C)N.COC[C@H](C)N.COCCNCCOC.COCCNCCOC.COCCNCCOC.COCCNCCOC.COCCNCCOC.COCCNCCOC
Energy above the lowest of the compared OMol25 structures with the same formula, charge and spin = 9.4207 eV
HOMO-LUMO gap = 8.7 eV

CARTESIAN COORDINATES (ANGSTROEM)
C 2.28649 -3.16917 3.41294
O 2.94423 -3.97462 4.34113
C 3.55415 -5.10599 3.66847
C 2.61664 -6.33786 3.46014
N 1.33384 -6.07964 2.84764
C 0.53162 -7.33287 2.60604
C 1.25111 -8.37906 1.68900
O 1.65456 -9.51263 2.55952
C 2.19413 -10.62346 1.90837
H 2.82251 -2.91097 2.49963
H 1.93771 -2.22621 3.83398
H 1.34690 -3.61934 3.09257
H 4.38830 -5.43502 4.28818
H 4.01194 -4.87300 2.70710
H 2.53924 -6.90243 4.38931
H 3.03493 -7.11030 2.81479
H 0.81924 -5.44042 3.43643
H -0.31172 -6.87502 2.08906
H 0.17683 -7.73355 3.55562
H 2.18882 -8.02591 1.25998
H 0.41969 -8.67042 1.04714
H 3.24797 -10.60370 1.63061
H 1.64704 -10.92984 1.01678
H 2.14687 -11.45524 2.61123
C 0.99657 3.98005 -11.56353
O 1.44605 3.30925 -10.36697
C 2.69407 3.82898 -9.88119
C 3.14532 3.30259 -8.55356
N 3.88758 1.97833 -8.49059
C 2.97507 0.89381 -8.69881
C 3.74896 -0.48323 -8.58179
O 3.93362 -0.70614 -7.25616
C 5.01130 -1.60391 -6.96129
H 1.12646 5.05858 -11.65304
H 0.03576 3.61271 -11.92411
H 1.65444 3.70453 -12.38780
H 2.80157 4.91175 -9.81646
H 3.42761 3.38240 -10.55245
H 2.27346 3.38271 -7.90429
H 3.87016 3.94644 -8.05540
H 4.17621 2.02849 -7.52401
H 2.42113 0.98903 -9.63272
H 2.23866 0.92146 -7.89566
H 4.64450 -0.41899 -9.19983
H 3.11461 -1.31489 -8.88841
H 4.71885 -2.10280 -6.03734
H 5.93159 -1.06197 -6.74335
H 5.20892 -2.32098 -7.75807
C -11.33958 -0.01184 7.11171
O -10.02750 -0.40669 6.99877
C -9.14480 -0.05178 8.07694
C -7.81478 -0.85997 7.74645
N -7.04411 -0.27799 6.64243
C -6.34889 0.95100 6.89494
C -5.45618 1.39283 5.66422
O -6.21027 2.07584 4.65196
C -7.23832 1.32266 3.95600
H -11.90179 -0.10139 8.04124
H -11.89877 -0.68800 6.46502
H -11.48333 0.95401 6.62738
H -9.58588 -0.47869 8.97766
H -9.06561 1.01838 8.26820
H -8.04508 -1.90443 7.53628
H -7.14428 -0.96989 8.59878
H -7.73654 -0.10486 5.92783
H -5.60325 0.80405 7.67630
H -6.98355 1.77764 7.21427
H -4.95238 0.50433 5.28362
H -4.72936 2.04215 6.15229
H -6.88716 0.40601 3.48215
H -7.66154 1.89753 3.13228
H -8.07474 1.11584 4.62362
C 6.51998 -5.86313 -1.02523
O 7.56881 -4.93667 -0.67455
C 7.57970 -4.40663 0.56792
C 8.95808 -3.99767 0.93773
N 9.78732 -4.89322 1.68215
C 9.27820 -5.54062 2.91631
C 8.73213 -6.99594 2.74869
O 7.89917 -7.30278 3.92800
C 7.31944 -8.63544 3.87428
H 5.70453 -5.34094 -1.52569
H 6.04195 -6.53756 -0.31479
H 6.86013 -6.53638 -1.81208
H 7.35370 -5.21052 1.26848
H 6.88874 -3.57589 0.71126
H 9.01923 -3.04878 1.47061
H 9.62495 -3.93477 0.07783
H 10.73634 -4.56076 1.77648
H 8.62777 -4.83908 3.43869
H 10.07896 -5.72324 3.63291
H 9.59908 -7.65595 2.71880
H 8.10670 -7.06420 1.85858
H 7.19654 -9.06710 4.86758
H 7.97833 -9.30602 3.32266
H 6.41306 -8.76961 3.28387
C -6.79658 4.76742 -11.47738
O -6.43864 4.89739 -10.15225
C -5.76194 6.14328 -9.74600
C -5.11515 5.94367 -8.38866
N -3.81190 5.31177 -8.37651
C -3.92050 3.85949 -8.62778
C -4.11138 3.13843 -7.21806
O -3.16473 3.79835 -6.29698
C -1.79863 3.29967 -6.33565
H -5.95208 5.02507 -12.11654
H -7.65447 5.38486 -11.74367
H -6.92998 3.72645 -11.77180
H -6.43556 6.97750 -9.54991
H -5.03508 6.53157 -10.45944
H -5.84659 5.53167 -7.69342
H -4.89209 6.93245 -7.98784
H -3.39356 5.39576 -7.46106
H -2.98347 3.63461 -9.13718
H -4.75982 3.71736 -9.30854
H -3.79231 2.10290 -7.33634
H -5.08903 3.14205 -6.73612
H -1.20246 4.03077 -5.78961
H -1.34813 3.13207 -7.31395
H -1.61095 2.35099 -5.83275
C -1.02526 5.09898 3.62551
O -1.28896 6.29968 4.40755
C -2.59618 6.76462 4.35548
C -2.57053 8.26582 4.61236
N -2.10829 8.94190 3.39012
C -1.88915 10.36445 3.59884
C -3.03005 11.41477 3.54000
O -3.87440 11.10449 4.58456
C -4.61038 12.16636 5.07912
H -1.74303 4.34779 3.95507
H -0.00005 4.74382 3.72982
H -1.20533 5.28980 2.56755
H -3.30947 6.24300 4.99362
H -2.94266 6.59863 3.33543
H -1.90988 8.33435 5.47662
H -3.55305 8.64371 4.89508
H -1.36719 8.52572 2.84452
H -1.14763 10.60263 2.83628
H -1.28612 10.66553 4.45547
H -3.71015 11.42580 2.68828
H -2.66504 12.42180 3.74184
H -5.48576 11.87060 5.65735
H -4.86964 12.93135 4.34721
H -3.93431 12.63201 5.79620
C -4.23405 -4.86733 3.89624
C -4.05673 -5.27265 5.37655
C -5.34855 -5.93081 5.85836
O -5.28126 -6.30206 7.26755
C -5.63232 -5.39507 8.31372
N -2.94267 -6.07155 5.64172
H -3.54144 -4.04014 3.74085
H -5.21809 -4.41586 3.76997
H -4.06746 -5.78436 3.33108
H -3.97410 -4.46769 6.10684
H -5.50533 -6.86629 5.32131
H -6.19763 -5.26588 5.70012
H -5.37588 -5.79765 9.29366
H -6.69976 -5.18146 8.25854
H -4.97911 -4.53385 8.17325
H -2.19551 -5.49914 6.00807
H -3.25958 -6.57462 6.45817
C 5.98086 1.75496 -2.68307
C 7.29870 1.89360 -2.00125
C 7.46948 2.58079 -0.61131
O 6.58180 2.19348 0.45645
C 6.44974 3.20643 1.42087
N 8.01947 0.61902 -2.13814
H 5.34832 1.31850 -1.91008
H 5.95369 1.19517 -3.61795
H 5.57576 2.74357 -2.89903
H 7.91571 2.48940 -2.67387
H 7.30287 3.64502 -0.77788
H 8.45160 2.56075 -0.13894
H 6.13773 2.94456 2.43189
H 5.69440 3.85119 0.97160
H 7.34987 3.81800 1.48296
H 8.00217 0.31776 -3.10201
H 7.49778 -0.02903 -1.56545
C 1.80524 -1.75741 -1.25009
C 0.91633 -0.98511 -2.18645
C -0.09815 -0.03088 -1.42165
O -1.04651 -0.80087 -0.70722
C -1.80014 -0.22214 0.35033
N 1.65073 -0.41359 -3.28358
H 2.45110 -2.35084 -1.89724
H 1.21972 -2.34400 -0.54215
H 2.42140 -0.98538 -0.78920
H 0.28330 -1.66482 -2.75685
H -0.76812 0.50310 -2.09552
H 0.43699 0.61686 -0.72728
H -1.22516 0.28997 1.12186
H -2.59802 -0.93107 0.57149
H -2.09001 0.69737 -0.15818
H 2.61399 -0.35366 -2.98587
H 1.51374 -1.13279 -3.97934

Forces on the atoms, in the same order (eV/Å):
C -1.7 0.8 -0.5
O 0.9 -1.0 -0.9
C -0.4 -1.0 0.2
C 0.3 -0.2 0.3
N 0.2 -0.5 -0.2
C 1.1 2.0 -0.2
C -0.5 -0.7 2.7
O -0.5 1.3 -0.6
C -0.1 -0.9 0.0
H 0.5 -0.2 0.1
H 0.5 0.1 0.6
H 0.0 -0.2 -0.3
H -0.1 0.0 0.2
H -0.3 0.7 -0.2
H -0.3 0.2 0.7
H 1.0 0.4 -0.1
H -0.4 -0.2 0.0
H -0.3 -0.7 -0.2
H 0.1 -0.6 -0.1
H -0.5 0.3 -0.7
H 0.7 -0.5 -0.7
H 0.3 0.8 -0.1
H -0.3 0.1 -0.1
H -0.2 0.0 0.1
C 1.4 -0.9 -0.8
O -0.8 1.5 0.3
C 1.2 -1.3 -1.1
C 0.3 -0.7 1.1
N -1.0 2.4 -0.7
C 0.3 -1.9 0.6
C -2.2 1.5 -1.7
O 1.8 -0.4 2.3
C -0.6 0.5 0.6
H -0.6 0.3 1.1
H -0.2 0.2 0.8
H 0.4 -0.5 -0.2
H -0.6 0.2 -0.5
H 0.5 0.7 -0.6
H -0.4 -0.6 0.5
H 0.0 0.7 -0.6
H 0.3 -0.8 0.2
H 0.3 0.0 -0.2
H -0.5 -0.4 0.1
H 0.3 -0.1 0.1
H -0.1 0.0 -1.0
H 0.1 -0.3 -0.1
H 0.1 0.2 -0.2
H -0.2 -0.1 0.0
C -1.6 0.0 -1.6
O 1.5 0.0 0.8
C 0.3 -2.3 -0.2
C 0.0 1.4 0.5
N -0.9 -0.9 -0.1
C 1.3 0.2 -0.8
C -2.1 -0.5 1.1
O 0.0 -0.3 -0.5
C 0.5 0.4 0.5
H 0.8 0.2 0.7
H -0.1 -0.2 -0.2
H -0.1 0.5 0.5
H 0.0 -0.1 0.4
H 0.3 0.2 -0.5
H -0.5 0.2 -0.4
H -0.1 0.5 0.4
H 0.1 -0.2 -0.3
H -0.1 -0.2 0.4
H -0.1 0.3 -0.1
H 0.0 -0.1 -0.2
H 0.0 0.5 -0.9
H 0.3 -0.2 0.4
H 0.4 0.5 0.2
H 0.0 -0.1 0.0
C -0.1 0.5 -1.2
O -0.7 -2.0 -2.6
C -0.2 -0.5 2.2
C 2.4 1.3 0.0
N 0.0 -3.2 1.7
C 0.6 0.0 -0.1
C -1.3 1.1 1.0
O 0.1 -0.8 -1.0
C 1.2 0.1 -0.7
H -0.2 0.4 0.2
H 0.6 0.4 1.0
H 0.7 0.1 0.1
H -0.7 0.1 0.5
H -0.3 0.1 -0.1
H -0.8 0.6 -0.2
H -0.8 0.8 -0.8
H -0.3 0.0 0.0
H -0.7 -0.4 0.0
H 0.4 0.5 -0.1
H -0.2 -0.3 -0.2
H 0.2 -0.3 -0.2
H -0.1 0.5 0.1
H 0.6 -0.1 0.2
H -0.5 0.9 0.2
C 0.7 0.3 -1.2
O 0.8 1.1 1.6
C -0.4 -0.8 0.5
C 0.7 0.8 0.3
N -0.7 -0.8 -0.9
C -0.3 0.9 1.4
C 2.4 0.3 -0.9
O 0.3 -1.4 -0.4
C -0.3 0.3 0.3
H 0.1 0.6 -0.3
H -0.2 -0.1 -0.1
H -0.6 -0.2 0.6
H -0.8 -0.2 -0.5
H 0.1 -0.6 -0.4
H -0.3 -0.5 0.0
H -0.4 0.4 -0.1
H 0.1 0.3 0.1
H 0.0 -0.9 0.3
H 0.1 -0.4 0.1
H -0.2 -0.2 0.1
H 0.0 0.5 -0.3
H -0.1 0.1 -0.2
H -0.4 0.5 -0.5
H -0.7 -0.2 0.4
C -1.1 0.9 0.6
O 1.9 -1.2 -0.1
C -0.9 0.4 -1.2
C 0.3 -1.3 -0.8
N -1.4 1.2 1.3
C 1.3 1.1 -1.8
C 0.0 -1.0 0.0
O -1.5 -1.7 1.3
C 0.6 0.9 1.1
H 0.2 -0.4 -0.1
H -0.1 0.3 0.4
H -0.1 0.1 -0.2
H 0.2 -0.2 0.5
H -0.4 0.1 -0.3
H 0.3 0.7 0.2
H 0.1 0.0 -0.2
H 0.0 -0.2 0.7
H -0.2 0.5 -0.6
H -0.3 -0.5 0.9
H 0.7 0.0 -0.9
H 0.7 0.1 -0.5
H 0.0 -0.4 -0.4
H -0.2 -0.1 -0.3
H -0.1 0.7 0.3
C 0.3 0.6 1.8
C -2.5 1.7 0.2
C 0.0 -0.2 1.2
O 0.2 -1.1 -0.3
C 0.7 0.2 -1.4
N 1.4 -1.8 0.4
H 0.3 -0.4 -0.7
H -0.2 -0.3 -0.3
H 0.0 0.4 -0.4
H -0.3 1.3 -0.6
H -0.2 -0.1 0.1
H 0.0 0.1 -0.1
H -0.1 -0.5 -0.3
H 0.0 0.4 0.1
H -0.5 0.7 0.3
H 0.3 0.0 -0.3
H 0.5 -0.8 0.3
C -1.6 1.2 1.4
C 2.7 -0.3 -1.1
C -1.0 0.5 0.4
O 0.1 -1.6 -0.4
C -0.3 1.3 -1.1
N 0.2 -0.1 1.6
H -0.6 -0.3 -0.4
H 0.4 -0.1 0.3
H -0.3 0.1 0.0
H 0.1 0.8 0.3
H -0.3 0.3 -0.3
H 0.5 -0.6 -0.8
H 0.1 -0.8 -0.3
H -0.3 0.6 0.5
H 0.3 -0.1 0.2
H -0.1 -0.1 0.0
H 0.2 -0.7 -0.2
C -0.1 0.5 -0.4
C -2.7 -0.2 0.4
C -0.2 -0.5 -0.2
O 1.0 -2.6 0.9
C 0.9 1.8 -2.5
N 0.0 0.7 0.1
H 0.0 -0.4 0.4
H 0.4 0.0 0.1
H 0.2 -0.3 0.6
H -0.7 -0.4 0.8
H 0.8 0.8 -0.6
H 0.2 0.4 -0.1
H 0.4 -1.2 0.9
H 0.2 0.5 0.5
H -1.7 0.3 0.2
H 0.3 0.1 -0.6
H 1.0 0.5 -0.6